Entry from the Open Molecules 2025 dataset: C3H6O2 in the gas phase (the ωB97M-V functional and the def2-TZVPD basis).

Computed properties:
SMILES = O=CCCO
E_LUMO = 0.78 eV
Kohn-Sham gap = 10.7239 eV
E_tot = -268.36028 a.u.
HOMO = -9.943 eV
multiplicity = 1
energy above the lowest of the compared OMol25 structures with the same formula, charge and spin = 118.0 kJ/mol

Last column: Mulliken charge in e.
Atoms and positions in Å:
O: 0.037 -2.611 -0.463  -0.47
C: 0.025 -1.411 -0.581  0.01
C: -0.350 -0.447 0.517  -0.30
C: 0.338 0.917 0.404  -0.51
O: -0.399 1.812 -0.410  -0.52
H: 0.303 -0.940 -1.553  0.30
H: -1.428 -0.254 0.443  0.28
H: -0.168 -0.935 1.480  0.28
H: 0.401 1.374 1.395  0.29
H: 1.369 0.808 0.034  0.33
H: -0.088 1.741 -1.318  0.32